{"formula": "C9H9BF3N13O3SYb", "method": "wB97M-V/def2-TZVPD", "lumo_ev": [2.888, 2.776], "spin_multiplicity": 2, "orbital_gap_ev": [8.79, 8.68], "charge": -1, "symbols": ["Yb", "N", "C", "N", "N", "N", "N", "C", "N", "N", "N", "N", "H", "B", "N", "C", "C", "C", "N", "N", "C", "C", "C", "N", "H", "H", "H", "H", "H", "H", "H", "H", "F", "C", "F", "F", "S", "O", "O", "O"], "positions_angstrom": [[0.0211, 0.3802, 0.3767], [-2.7286, 2.6267, 1.0608], [-1.4144, 2.6420, 1.4749], [-0.9808, 2.7390, 2.7295], [0.3401, 2.5884, 2.6547], [0.7062, 2.4345, 1.4187], [-0.3917, 2.5007, 0.6170], [-3.0850, 1.5401, 0.2456], [-4.2922, 1.3134, -0.2226], [-4.1685, 0.1680, -0.9202], [-2.9516, -0.2503, -0.8950], [-2.2145, 0.5952, -0.1427], [-3.3918, 2.8172, 1.7961], [0.4105, -1.6646, -1.8100], [1.8391, -1.4957, -1.2279], [2.9038, -2.2929, -1.3412], [3.9310, -1.7574, -0.5803], [3.3725, -0.6204, 0.0008], [2.1128, -0.4663, -0.4041], [0.0889, -0.3832, -2.6179], [-0.2770, -0.2308, -3.8934], [-0.5853, 1.1033, -4.1009], [-0.3903, 1.7006, -2.8556], [0.0197, 0.7952, -1.9726], [0.3705, -2.6236, -2.5216], [-0.3729, -1.7114, -0.8630], [2.8654, -3.1792, -1.9523], [4.9271, -2.1449, -0.4567], [3.8071, 0.0868, 0.6883], [-0.3073, -1.0638, -4.5756], [-0.9168, 1.5658, -5.0139], [-0.5336, 2.7241, -2.5485], [-1.2662, -1.0918, 4.6280], [0.0218, -1.3240, 4.3734], [0.7543, -0.3944, 4.9797], [0.3464, -2.5147, 4.8846], [0.3295, -1.3144, 2.5273], [-0.9293, -0.8129, 1.9619], [0.6608, -2.6619, 2.1886], [1.3692, -0.3226, 2.3093]], "forces_ev_per_a": [[0.6750, -0.1571, -1.9369], [-0.0477, -0.0311, 0.0931], [0.2906, 0.3422, -0.1285], [-0.1958, 0.1172, 0.0511], [0.0839, 0.1774, -0.0103], [0.1801, 0.3724, 0.3036], [-0.5038, 0.9043, 0.4584], [0.1144, -0.3949, -0.3734], [-0.0255, 0.2137, 0.2423], [0.0224, -0.0556, -0.1920], [-0.0051, -0.0311, 0.0845], [-0.6314, 0.2327, 0.1033], [0.0007, -0.0189, 0.0178], [0.1553, 0.3988, 0.0160], [0.1430, -0.3768, -0.1729], [0.1279, 0.1278, -0.0573], [-0.0003, -0.0273, 0.0457], [0.0080, 0.0917, -0.0975], [-0.0093, -0.2069, 0.0739], [-0.1193, -0.2010, -0.1904], [-0.0064, 0.1777, -0.1366], [0.0012, -0.0172, -0.0071], [0.0650, 0.0242, 0.0669], [-0.0297, -0.0747, 0.0039], [-0.1023, -0.1387, 0.0610], [0.0078, 0.0379, 0.0484], [-0.0318, 0.0247, -0.0037], [-0.0087, 0.0067, 0.0195], [-0.0219, -0.0122, 0.0183], [0.0296, -0.0573, 0.0918], [-0.0039, 0.0050, 0.0109], [-0.0038, -0.0137, 0.0175], [0.1094, -0.0411, 0.0252], [-0.0668, 0.0234, -0.0407], [-0.0438, -0.0222, -0.0370], [-0.0298, 0.1077, -0.0254], [0.5505, -1.3821, 1.5870], [-0.4879, -0.2719, 0.0955], [-0.1120, -0.0275, 0.0524], [-0.0778, 0.1736, -0.1783]]}

{"formula": "C47H52N5V", "method": "wB97M-V/def2-TZVPD", "lumo_ev": [2.519, 1.960], "spin_multiplicity": 4, "orbital_gap_ev": [4.74, 5.51], "charge": -1, "symbols": ["V", "C", "C", "C", "C", "C", "C", "C", "C", "C", "C", "C", "C", "C", "C", "C", "C", "N", "C", "C", "C", "N", "C", "C", "C", "N", "C", "C", "C", "C", "C", "C", "C", "C", "C", "C", "C", "C", "N", "C", "C", "H", "H", "H", "H", "H", "H", "H", "H", "H", "H", "H", "H", "H", "H", "H", "H", "H", "H", "H", "H", "H", "H", "H", "H", "H", "H", "H", "H", "H", "H", "H", "H", "H", "H", "H", "H", "H", "H", "H", "H", "H", "H", "H", "H", "C", "C", "C", "C", "N", "C", "C", "C", "C", "C", "C", "C", "H", "H", "H", "H", "H", "H", "H", "H"], "positions_angstrom": [[0.0012, -0.3178, -0.0215], [0.5747, -5.4340, 3.6735], [-0.2280, -5.4341, 2.3677], [0.2135, -4.3635, 1.4193], [1.1270, -4.4580, 0.3863], [1.8965, -5.6656, -0.0533], [3.3480, -5.6513, 0.4386], [1.2445, -3.1549, -0.1706], [2.0057, -2.8116, -1.3089], [2.0904, -1.5867, -1.9065], [2.7732, -1.3104, -3.1610], [3.5944, -2.2938, -3.9346], [5.0448, -2.3418, -3.4446], [2.5488, -0.0103, -3.4607], [1.7421, 0.5452, -2.3781], [1.3601, 1.8610, -2.2868], [0.7105, 2.4466, -1.1757], [0.2225, 1.7508, -0.1138], [-0.2312, 2.6758, 0.7893], [-0.8535, 2.3497, 2.0094], [-1.1150, 1.1013, 2.4886], [-0.7711, -0.0842, 1.8697], [-1.2558, -1.0984, 2.6556], [-1.0448, -2.4378, 2.4550], [-0.1891, -2.9940, 1.4763], [0.4350, -2.2798, 0.5022], [-1.9748, -0.5319, 3.7936], [-1.8693, 0.8139, 3.6967], [-2.3866, 1.8441, 4.6518], [-1.2966, 2.3414, 5.6071], [-2.7051, -1.3257, 4.8282], [-4.1054, -1.7286, 4.3560], [-0.0428, 3.9874, 0.2791], [0.5379, 3.8490, -0.9671], [0.9682, 4.9248, -1.9130], [2.4498, 5.2893, -1.7694], [-0.4094, 5.2518, 0.9918], [0.6109, 5.6503, 2.0623], [1.4779, -0.4318, -1.4564], [2.9735, 0.7415, -4.6811], [1.8252, 0.9080, -5.6822], [0.2292, -6.2129, 4.3591], [0.4858, -4.4684, 4.1743], [1.6343, -5.6013, 3.4709], [-1.2902, -5.3089, 2.5968], [-0.1393, -6.4129, 1.8883], [1.8854, -5.7401, -1.1453], [1.4005, -6.5670, 0.3154], [3.8597, -4.7490, 0.1004], [3.9027, -6.5201, 0.0743], [3.3816, -5.6552, 1.5296], [2.5564, -3.6194, -1.7785], [3.5719, -2.0345, -4.9958], [3.1510, -3.2893, -3.8566], [5.5304, -1.3750, -3.5899], [5.6223, -3.1008, -3.9776], [5.0787, -2.5696, -2.3780], [1.6660, 2.5219, -3.0879], [-1.1984, 3.1818, 2.6135], [-1.4962, -3.1212, 3.1628], [-3.2168, 1.4267, 5.2263], [-2.7977, 2.6917, 4.0956], [-0.9335, 1.5231, 6.2311], [-1.6692, 3.1336, 6.2606], [-0.4453, 2.7291, 5.0460], [-2.7771, -0.7511, 5.7551], [-2.1317, -2.2243, 5.0727], [-4.6999, -0.8434, 4.1227], [-4.6323, -2.3079, 5.1178], [-4.0424, -2.3266, 3.4459], [0.3594, 5.8198, -1.7554], [0.7747, 4.6062, -2.9421], [2.6638, 5.6187, -0.7509], [2.7370, 6.0886, -2.4577], [3.0765, 4.4187, -1.9700], [-1.3956, 5.1394, 1.4542], [-0.5059, 6.0639, 0.2652], [0.7526, 4.8369, 2.7757], [0.2907, 6.5395, 2.6119], [1.5813, 5.8593, 1.6082], [3.8063, 0.2227, -5.1623], [3.3538, 1.7263, -4.3929], [1.4380, -0.0676, -5.9813], [2.1520, 1.4407, -6.5785], [0.9992, 1.4599, -5.2321], [-3.6979, 3.5480, 0.3185], [-3.1305, 3.7759, -0.9255], [-2.6932, 2.6939, -1.6662], [-2.8184, 1.4091, -1.1342], [-3.3431, 1.1897, 0.0755], [-3.7682, 2.2402, 0.7715], [-2.4453, 0.2104, -1.9333], [-3.1010, 0.0313, -3.1530], [-2.8819, -1.1078, -3.9102], [-2.0025, -2.0747, -3.4438], [-1.3263, -1.8751, -2.2465], [-1.5084, -0.7280, -1.4625], [-4.0581, 4.3624, 0.9351], [-3.0201, 4.7843, -1.3076], [-2.2271, 2.8243, -2.6341], [-4.1850, 2.0204, 1.7505], [-3.8090, 0.7807, -3.4921], [-3.4027, -1.2441, -4.8514], [-1.8305, -2.9778, -4.0199], [-0.6182, -2.6304, -1.9249]], "forces_ev_per_a": [[-0.0402, -0.0163, -0.1369], [-0.0295, -0.0226, -0.0117], [0.0303, 0.0210, 0.0216], [0.0023, 0.0742, -0.0168], [-0.0181, -0.0661, 0.0462], [0.0171, 0.0430, 0.0199], [-0.0167, -0.0358, -0.0160], [-0.0459, 0.0320, -0.0589], [0.0623, -0.1712, 0.0406], [-0.1060, 0.1707, 0.0174], [0.0439, 0.0218, -0.0489], [0.0109, -0.0115, 0.0459], [-0.0076, -0.0237, -0.0061], [-0.0838, -0.0173, 0.0630], [0.0823, 0.1603, -0.1598], [0.0278, -0.1193, 0.1532], [-0.0064, 0.2812, -0.1247], [-0.0697, -0.0325, 0.0435], [-0.0205, -0.0103, -0.1446], [0.0123, 0.1880, 0.0854], [-0.0405, -0.1525, -0.0839], [0.2096, 0.0309, -0.3449], [-0.1178, -0.0673, 0.1065], [0.1258, 0.0579, -0.0488], [-0.0494, -0.2054, 0.0981], [0.0037, -0.0751, -0.0571], [0.0576, 0.0454, -0.0822], [-0.0483, -0.0474, 0.0817], [0.0642, 0.0118, -0.0160], [-0.0384, 0.0204, -0.0050], [-0.0102, -0.0486, -0.0141], [0.0079, -0.0116, 0.0070], [0.0180, 0.0795, 0.0284], [0.0185, -0.1469, -0.0050], [0.0310, -0.0054, -0.0059], [-0.0232, -0.0032, -0.0043], [0.0284, -0.0227, -0.0070], [-0.0114, 0.0165, -0.0013], [-0.2034, -0.1644, 0.3653], [-0.0233, 0.0339, -0.0105], [0.0157, 0.0031, 0.0023], [0.0040, 0.0135, -0.0080], [0.0043, -0.0043, -0.0004], [-0.0019, 0.0001, -0.0031], [-0.0009, 0.0021, 0.0066], [0.0134, 0.0001, -0.0049], [0.0134, 0.0143, -0.0016], [-0.0063, -0.0080, -0.0032], [-0.0031, -0.0013, -0.0106], [-0.0009, 0.0073, 0.0125], [-0.0012, 0.0048, -0.0021], [-0.0221, -0.0009, 0.0076], [0.0138, 0.0065, -0.0064], [-0.0118, 0.0022, 0.0020], [-0.0061, -0.0001, 0.0055], [-0.0007, 0.0095, -0.0002], [-0.0005, -0.0064, -0.0052], [-0.0087, 0.0202, 0.0027], [0.0031, 0.0084, -0.0272], [0.0105, -0.0195, -0.0053], [-0.0021, -0.0070, 0.0116], [0.0121, -0.0034, -0.0139], [0.0028, -0.0066, -0.0048], [0.0028, -0.0079, 0.0016], [-0.0015, 0.0075, -0.0016], [-0.0142, 0.0232, -0.0072], [-0.0051, 0.0043, 0.0125], [0.0056, 0.0000, 0.0078], [0.0045, -0.0048, -0.0084], [-0.0054, 0.0063, 0.0016], [-0.0032, 0.0064, 0.0152], [0.0040, 0.0172, -0.0065], [-0.0007, 0.0059, -0.0065], [0.0028, -0.0067, -0.0023], [-0.0006, 0.0031, 0.0101], [0.0104, -0.0018, 0.0040], [-0.0095, 0.0098, 0.0045], [-0.0061, 0.0029, 0.0063], [0.0070, -0.0007, -0.0088], [0.0020, -0.0108, 0.0036], [-0.0026, -0.0132, 0.0075], [-0.0048, -0.0004, -0.0112], [0.0072, 0.0034, -0.0046], [-0.0034, 0.0038, 0.0127], [-0.0023, -0.0131, -0.0020], [-0.0236, 0.0060, 0.0459], [0.0059, -0.0233, -0.0457], [0.0180, -0.0098, 0.0097], [-0.0795, 0.0050, 0.0311], [-0.0321, 0.0363, -0.0214], [0.0272, -0.0129, -0.0402], [0.0707, -0.1746, -0.0103], [-0.0057, 0.0268, 0.1037], [-0.0035, -0.0502, -0.0610], [0.0033, 0.0067, 0.0015], [-0.0812, 0.0819, -0.0137], [0.2326, 0.2348, 0.2143], [-0.0010, -0.0081, -0.0047], [0.0021, -0.0043, -0.0016], [0.0053, 0.0041, -0.0018], [0.0033, -0.0029, 0.0027], [-0.0056, 0.0051, -0.0075], [0.0010, -0.0003, 0.0046], [-0.0019, 0.0037, -0.0039], [0.0076, -0.0046, 0.0032]]}

no.,electronic energy (a.u.)
1,-3167.48772
2,-3040.15044